Entry 1:
The following is a quantum chemistry calculation of C25H46Cl2N3O6SiV as an isolated structure at a distorted geometry, from the OMol25 dataset.

```
! RIJCOSX wB97M-V def2-TZVPD def2/J DEFGRID3
* xyz 0 3
C -4.847 -0.428 -0.282
C -4.643 -0.109 -1.725
H -5.589 0.246 0.158
H -3.922 -0.380 0.302
H -5.243 -1.449 -0.201
C -5.606 0.445 -2.494
C -6.938 0.925 -2.033
H -5.449 0.579 -3.566
H -6.862 1.490 -1.096
H -7.677 0.126 -1.911
H -7.329 1.595 -2.807
V 0.922 -0.752 1.626
Cl 0.307 -2.427 0.115
C 3.027 -1.425 -0.174
O 2.603 -0.452 0.524
N 3.449 -1.279 -1.432
C 3.772 0.049 -1.935
C 3.193 -2.330 -2.405
H 3.072 -2.453 0.221
H 4.447 0.586 -1.250
H 2.874 0.661 -2.117
H 4.280 -0.100 -2.889
H 3.227 -3.293 -1.880
H 3.960 -2.276 -3.182
H 2.204 -2.193 -2.873
H 6.548 0.052 3.068
H 6.551 -1.655 5.008
C 5.742 0.574 3.592
C 5.710 -1.095 5.443
N 4.997 -0.363 4.411
H 5.049 1.015 2.878
C 3.657 -0.450 4.284
O 3.021 0.149 3.395
H 5.014 -1.797 5.916
H 3.164 -1.103 5.027
H 6.186 1.359 4.216
H 6.109 -0.419 6.216
H -1.169 1.905 5.483
H -1.974 1.627 2.447
C -0.709 2.766 4.959
C -1.509 2.606 2.628
N -0.417 2.459 3.569
H 0.211 3.041 5.474
C 0.714 1.806 3.275
O 0.912 1.163 2.203
H -1.152 3.009 1.678
H 1.501 1.835 4.037
H -1.421 3.592 4.993
H -2.235 3.270 3.088
O -2.264 0.102 -1.457
C -3.262 -0.464 -2.311
C -3.208 1.276 -4.186
C -3.151 -0.065 -3.779
H -3.294 2.066 -3.437
C -3.184 1.587 -5.552
H -3.135 -1.558 -2.214
C -3.101 -1.087 -4.728
H -3.134 2.628 -5.856
C -3.203 0.564 -6.507
C -3.176 -0.775 -6.094
H -3.018 -2.119 -4.388
H -3.233 0.803 -7.570
H -3.178 -1.577 -6.824
Si -0.804 0.858 -1.814
Cl -1.450 -0.491 2.083
C -0.931 2.663 -2.326
C 0.101 -0.175 -3.059
C 0.115 1.017 -0.249
H -1.227 2.732 -3.385
H 0.043 3.169 -2.184
H -1.670 3.160 -1.676
H -0.591 1.074 0.587
H 0.836 1.843 -0.228
H 0.638 0.037 -0.304
H -0.457 -0.210 -4.000
H 0.179 -1.195 -2.673
H 1.107 0.173 -3.303
C 2.271 -4.170 3.905
C 2.254 -3.392 2.599
O 2.813 -3.892 1.615
O 1.697 -2.200 2.665
H 3.223 -3.991 4.424
H 2.201 -5.238 3.686
H 1.461 -3.855 4.560
*
```

Results
Highest occupied orbital energy (spin up / spin down)   -0.30057 / -0.30907 Eh
LUMO energy (spin up / spin down)   0.1 / 0.4 eV
Kohn-Sham gap (spin up / spin down)   8.3 / 8.8 eV

---

Entry 2:
The following is a quantum chemistry calculation of C30H49BN7O5Sc as an isolated structure, from the OMol25 dataset.

```
! RIJCOSX wB97M-V def2-TZVPD def2/J DEFGRID3
* xyz 0 1
Sc 0.443 -0.194 0.360
O 2.373 1.663 0.985
C 3.791 1.478 1.047
C 4.188 0.072 1.536
N 3.194 -0.946 1.196
C 2.677 -1.601 2.398
C 1.737 -0.643 3.106
O 1.827 -0.381 4.283
O 0.855 -0.112 2.286
C 3.551 -1.892 0.154
C 2.308 -2.482 -0.516
O 2.423 -3.384 -1.310
O 1.179 -1.917 -0.153
H 2.025 1.664 1.884
H 4.228 2.229 1.706
H 4.165 1.665 0.050
H 4.301 0.100 2.622
H 5.167 -0.179 1.124
H 3.466 -1.912 3.083
H 2.096 -2.476 2.104
H 4.162 -2.725 0.510
H 4.117 -1.379 -0.624
C -3.367 -3.541 -1.021
C -2.759 -2.717 0.064
C -2.864 -2.892 1.426
C -2.120 -1.854 2.012
N -1.597 -1.095 1.051
N -2.006 -1.622 -0.149
B -1.952 -0.735 -1.431
N -2.066 0.744 -0.997
N -1.141 1.362 -0.197
C -1.582 2.607 0.005
C -2.785 2.795 -0.685
C -3.061 1.590 -1.300
C -4.229 1.225 -2.156
C -0.833 3.653 0.803
C 0.432 4.056 0.029
C -1.715 4.894 0.961
C -0.478 3.135 2.203
N -0.652 -0.893 -2.259
N 0.442 -0.098 -2.044
C 1.251 -0.295 -3.082
C 0.683 -1.214 -3.974
C -0.516 -1.578 -3.412
C -1.521 -2.552 -3.929
C 2.551 0.438 -3.288
C 2.964 1.139 -2.008
C 2.353 1.475 -4.402
C 3.640 -0.562 -3.701
C -2.030 -1.563 3.501
C -3.388 -1.905 4.134
C -0.950 -2.443 4.143
C -1.750 -0.083 3.778
H -4.100 -4.218 -0.587
H -3.863 -2.924 -1.771
H -2.612 -4.144 -1.528
H -3.419 -3.670 1.926
H -2.884 -1.021 -2.127
H -3.389 3.687 -0.726
H -4.871 2.097 -2.276
H -3.910 0.891 -3.145
H -4.818 0.421 -1.709
H 0.161 4.458 -0.952
H 0.981 4.827 0.579
H 1.096 3.208 -0.116
H -1.928 5.362 -0.004
H -2.663 4.648 1.447
H -1.196 5.628 1.582
H -0.051 2.134 2.189
H 0.235 3.810 2.686
H -1.372 3.081 2.830
H 1.099 -1.584 -4.901
H -1.209 -2.896 -4.914
H -1.592 -3.422 -3.275
H -2.516 -2.111 -4.013
H 2.258 1.926 -1.733
H 3.008 0.423 -1.188
H 3.954 1.587 -2.129
H 1.569 2.187 -4.130
H 3.282 2.030 -4.571
H 2.066 0.992 -5.339
H 3.695 -1.403 -3.004
H 3.439 -0.974 -4.693
H 4.615 -0.065 -3.736
H -3.604 -2.976 4.088
H -3.377 -1.612 5.187
H -4.200 -1.369 3.635
H -1.117 -3.498 3.907
H 0.045 -2.163 3.797
H -0.967 -2.327 5.231
H -2.498 0.545 3.286
H -1.803 0.096 4.856
H -0.765 0.217 3.434
*
```

Results
Highest occupied orbital energy   -0.32379 Eh
LUMO energy   0.6 eV
Kohn-Sham gap   9.4 eV

---

Entry 3:
The following is a quantum chemistry calculation of a 2-piece molecular cluster, C9H14N2O2 overall at a distorted geometry, from the OMol25 dataset.

```
! RIJCOSX wB97M-V def2-TZVPD def2/J DEFGRID3
* xyz 0 1
O -1.633 -2.160 -0.498
C -0.823 -1.590 0.220
C 0.591 -1.953 0.353
C 1.358 -1.262 1.184
N 0.881 -0.184 1.897
C -0.466 0.181 1.905
O -0.898 1.067 2.619
N -1.210 -0.519 1.001
H 0.997 -2.855 -0.120
H 2.412 -1.484 1.279
H 1.456 0.355 2.550
H -2.206 -0.326 1.058
C -0.475 1.499 -0.809
C 0.713 2.389 -1.265
C 1.599 1.332 -1.999
C 0.524 0.408 -2.593
C -0.376 0.077 -1.366
H -0.542 1.524 0.340
H -1.520 1.852 -1.017
H 1.051 2.921 -0.309
H 0.498 3.083 -2.037
H 2.224 0.775 -1.241
H 2.347 1.830 -2.780
H 1.126 -0.385 -3.164
H -0.105 0.801 -3.360
H 0.288 -0.575 -0.660
H -1.350 -0.337 -1.581
*
```

Results
Highest occupied orbital energy   -0.33892 Eh
SMILES   O=c1cc[nH]c(=O)[nH]1.C1CCCC1
LUMO energy   0.5 eV
Kohn-Sham gap   9.7 eV

---

Entry 4:
The following is a quantum chemistry calculation of C17H16F4N2Tc as an isolated structure at a distorted geometry, from the OMol25 dataset.

```
! RIJCOSX wB97M-V def2-TZVPD def2/J DEFGRID3
* xyz 3 1
Tc -0.849 -0.117 0.648
C -0.431 -3.137 1.235
N -0.491 -2.102 0.163
C -1.682 -2.336 -0.710
C 0.772 -2.111 -0.666
C 1.716 -0.975 -0.286
N 0.927 0.220 0.090
C 1.425 1.475 0.024
C 0.483 2.532 0.144
F -0.820 2.172 0.302
C 0.828 3.836 0.021
F -0.083 4.774 0.095
C 2.176 4.158 -0.196
C 3.137 3.164 -0.295
F 4.396 3.465 -0.477
C 2.786 1.833 -0.196
F 3.713 0.913 -0.254
H -0.400 -4.127 0.779
H -1.310 -3.063 1.871
H 0.473 -2.985 1.822
H -1.602 -3.280 -1.253
H -1.764 -1.541 -1.471
H -2.586 -2.375 -0.100
H 0.492 -2.016 -1.714
H 1.278 -3.068 -0.550
H 2.367 -0.750 -1.127
H 2.366 -1.225 0.557
H 2.466 5.200 -0.291
C -0.460 0.015 2.433
C -0.329 0.050 3.770
C -0.657 1.266 4.480
C -0.577 1.283 5.837
C -0.179 0.121 6.522
C 0.160 -1.074 5.855
C 0.088 -1.128 4.499
H -0.976 2.141 3.926
H -0.826 2.180 6.389
H -0.126 0.146 7.605
H 0.469 -1.943 6.423
H 0.331 -2.035 3.962
*
```

Results
Highest occupied orbital energy (spin up / spin down)   -0.70630 / -0.70628 Eh
LUMO energy (spin up / spin down)   -13.6 / -13.6 eV
Kohn-Sham gap (spin up / spin down)   5.6 / 5.6 eV

---

Entry 5:
The following is a quantum chemistry calculation of a single C21H25N5O4 molecule, from the OMol25 dataset.

```
! RIJCOSX wB97M-V def2-TZVPD def2/J DEFGRID3
* xyz 0 1
C 4.277 0.611 -0.182
C 3.412 1.451 -1.116
C 1.959 0.979 -1.164
C 1.211 1.295 0.133
N -0.096 0.655 0.153
C -0.368 -0.389 0.953
O -1.436 -0.997 0.927
C 0.722 -0.833 1.885
C 0.755 -0.383 3.158
C 1.768 -0.817 4.106
O 1.863 -0.451 5.259
N 2.687 -1.710 3.582
C 2.678 -2.219 2.315
C 3.647 -3.136 1.899
C 3.611 -3.644 0.621
C 2.607 -3.258 -0.265
C 1.650 -2.351 0.128
C 1.674 -1.806 1.417
C -1.073 1.212 -0.724
C -1.776 0.454 -1.639
N -1.581 -0.891 -1.732
N -2.647 1.062 -2.518
C -3.403 0.335 -3.533
C -4.809 -0.042 -3.058
C -4.840 -1.053 -1.917
C -2.899 2.426 -2.490
O -3.660 2.960 -3.264
N -2.226 3.119 -1.528
C -1.315 2.627 -0.598
O -0.818 3.388 0.209
H 5.316 0.922 -0.254
H 3.966 0.721 0.854
H 4.215 -0.443 -0.448
H 3.442 2.496 -0.803
H 3.828 1.394 -2.124
H 1.941 -0.098 -1.341
H 1.445 1.465 -1.997
H 1.778 0.937 0.989
H 1.076 2.373 0.239
H 0.037 0.336 3.521
H 3.409 -2.021 4.222
H 4.417 -3.442 2.592
H 4.362 -4.352 0.304
H 2.581 -3.674 -1.261
H 0.864 -2.061 -0.552
H -2.241 -1.390 -2.308
H -1.476 -1.326 -0.813
H -3.502 1.022 -4.377
H -2.839 -0.536 -3.872
H -5.313 0.875 -2.748
H -5.352 -0.444 -3.915
H -4.305 -0.686 -1.044
H -4.411 -2.006 -2.224
H -5.870 -1.237 -1.620
H -2.428 4.111 -1.472
*
```

Results
Highest occupied orbital energy   -0.31624 Eh
SMILES   CCCCN(C(=O)c1cc(=O)[nH]c2ccccc12)c1c(N)n(CCC)c(=O)[nH]c1=O
LUMO energy   0.0 eV
Kohn-Sham gap   8.6 eV

---

Entry 6:
The following is a quantum chemistry calculation of a 2-piece molecular cluster, C3H3N3O overall at a distorted geometry, from the OMol25 dataset.

```
! RIJCOSX wB97M-V def2-TZVPD def2/J DEFGRID3
* xyz 0 1
N 2.263 -0.013 0.675
C 1.245 -0.246 0.033
C 0.058 -0.542 -0.446
C -1.324 -0.083 0.517
O -1.574 -0.664 1.520
H 3.057 0.403 0.198
H -0.030 -1.474 -1.007
H -1.782 0.891 -0.254
N -0.537 0.788 -1.871
N -1.429 1.386 -1.535
*
```

Results
Highest occupied orbital energy   -0.31688 Eh
SMILES   N=C=CC=O.N#N
LUMO energy   0.5 eV
Kohn-Sham gap   9.1 eV

---

Entry 7:
The following is a quantum chemistry calculation of a 2-piece molecular cluster, C3H11NS2 overall at a distorted geometry, from the OMol25 dataset.

```
! RIJCOSX wB97M-V def2-TZVPD def2/J DEFGRID3
* xyz 0 1
C 0.899 -0.298 1.081
C 2.258 -0.054 0.480
N 1.886 1.130 -0.507
H 0.068 -0.421 0.345
H 0.815 -1.124 1.863
H 0.642 0.463 1.882
H 3.054 0.139 1.216
H 2.626 -0.898 -0.152
H 1.417 1.968 0.076
H 2.601 1.694 -0.850
C -1.926 0.500 -1.269
S -3.291 -0.337 -0.281
S -2.488 -2.261 -0.272
H -0.877 0.324 -1.090
H -2.227 1.478 -1.056
H -2.154 0.279 -2.284
H -3.305 -2.580 0.817
*
```

Results
Highest occupied orbital energy   -0.29737 Eh
SMILES   CCN.CSS
LUMO energy   0.6 eV
Kohn-Sham gap   8.7 eV

---

Entry 8:
The following is a quantum chemistry calculation of C4H12FN2P as an isolated structure at a distorted geometry, from the OMol25 dataset.

```
! RIJCOSX wB97M-V def2-TZVPD def2/J DEFGRID3
* xyz 0 1
N -1.558 -2.503 0.253
P -0.652 -1.361 0.857
C 0.473 -0.668 -0.464
C -0.244 0.156 -1.510
C -0.560 1.526 -0.913
C 0.474 1.665 0.195
N 1.301 0.410 0.238
H -2.551 -2.320 0.276
H -1.351 -0.169 1.228
H 0.404 -1.863 2.132
H 1.072 -1.426 -0.951
H 0.549 0.389 -2.233
H -1.010 -0.362 -2.072
H -1.550 1.627 -0.491
H -0.392 2.210 -1.736
H -0.103 1.589 1.113
H 1.018 2.592 0.328
H 2.151 0.529 -0.307
H 1.511 0.112 1.198
F 1.018 -2.135 2.860
*
```

Results
Highest occupied orbital energy   -0.24188 Eh
LUMO energy   -0.2 eV
Kohn-Sham gap   6.4 eV

---

Entry 9:
The following is a quantum chemistry calculation of a single CH5NS molecule at a distorted geometry, from the OMol25 dataset.

```
! RIJCOSX wB97M-V def2-TZVPD def2/J DEFGRID3
* xyz 0 1
C -0.294 -1.188 0.003
S 1.148 -0.082 -0.001
N 0.245 1.535 -0.415
H -0.984 -0.762 0.834
H 0.088 -2.120 0.303
H -0.693 -1.185 -0.942
H -0.506 1.653 0.331
H 0.995 2.150 -0.113
*
```

Results
Highest occupied orbital energy   -0.30864 Eh
SMILES   CSN
LUMO energy   0.8 eV
Kohn-Sham gap   9.2 eV

---

Entry 10:
The following is a quantum chemistry calculation of C33H42AsN3O2RuSSi2 as an isolated structure at a distorted geometry, from the OMol25 dataset.

```
! RIJCOSX wB97M-V def2-TZVPD def2/J DEFGRID3
* xyz 1 2
Ru 0.095 -0.347 0.671
C -1.651 2.356 2.500
Si -0.953 0.591 2.639
C -2.379 -0.596 3.144
C 0.317 0.493 4.049
C 0.017 1.023 5.304
C 0.903 0.880 6.361
C 2.104 0.212 6.166
C 2.414 -0.310 4.919
C 1.527 -0.178 3.851
Si 1.912 -0.933 2.143
C 3.564 -0.155 1.560
C 2.284 -2.781 2.500
H -2.203 2.601 3.410
H -2.333 2.444 1.653
H -0.857 3.093 2.376
H -2.683 -0.344 4.163
H -2.060 -1.640 3.150
H -3.256 -0.495 2.502
H -0.922 1.544 5.462
H 0.656 1.283 7.335
H 2.799 0.097 6.988
H 3.359 -0.824 4.780
H 4.405 -0.649 2.053
H 3.609 0.907 1.807
H 3.699 -0.240 0.482
H 3.099 -2.824 3.225
H 2.601 -3.341 1.619
H 1.424 -3.290 2.938
C 0.202 3.381 -4.632
O -0.773 3.062 -3.652
C -1.491 1.932 -3.801
C -1.252 0.999 -4.797
C -2.082 -0.098 -4.954
C -3.181 -0.270 -4.133
C -3.444 0.669 -3.153
C -2.605 1.758 -2.949
N -3.004 2.731 -2.014
C -2.297 3.640 -1.327
C -0.994 3.580 -0.810
C -0.347 4.816 -0.568
C 0.942 4.892 -0.121
C 1.653 3.718 0.153
C 1.037 2.497 0.046
C -0.294 2.365 -0.413
O -0.870 1.219 -0.362
H 0.531 4.390 -4.395
H -0.221 3.375 -5.640
H 1.050 2.695 -4.580
H -0.432 1.146 -5.484
H -1.899 -0.783 -5.772
H -3.850 -1.109 -4.274
H -4.343 0.593 -2.553
H -4.007 2.824 -1.937
H -2.837 4.568 -1.177
H -0.889 5.727 -0.792
H 1.408 5.858 0.011
H 2.681 3.771 0.486
H 1.567 1.591 0.339
C 3.784 -3.016 -1.051
As 2.459 -2.172 -2.194
C 3.495 -1.543 -3.702
C 1.336 -3.631 -2.819
S 1.545 -0.432 -1.420
H 4.482 -3.568 -1.680
H 3.296 -3.704 -0.363
H 4.318 -2.253 -0.489
H 4.050 -2.360 -4.164
H 4.192 -0.795 -3.327
H 2.833 -1.080 -4.431
H 1.869 -4.168 -3.603
H 0.397 -3.248 -3.208
H 1.124 -4.304 -1.990
N -5.959 -2.348 0.457
C -4.837 -2.578 0.536
C -3.440 -2.853 0.604
C -2.956 -4.080 1.067
C -1.591 -4.293 1.060
C -0.754 -3.293 0.596
N -1.213 -2.102 0.187
C -2.523 -1.889 0.200
H -3.646 -4.833 1.421
H -1.175 -5.226 1.413
H 0.318 -3.433 0.534
H -2.855 -0.915 -0.131
*
```

Results
Highest occupied orbital energy (spin up / spin down)   -0.37051 / -0.35857 Eh
LUMO energy (spin up / spin down)   -3.4 / -3.4 eV
Kohn-Sham gap (spin up / spin down)   6.6 / 6.3 eV

---

Entry 11:
The following is a quantum chemistry calculation of a 2-piece molecular cluster, C5H11ClN2 overall at a distorted geometry, from the OMol25 dataset.

```
! RIJCOSX wB97M-V def2-TZVPD def2/J DEFGRID3
* xyz 0 1
C 0.486 0.338 -1.115
C 0.429 -0.290 0.376
C 1.201 0.561 1.258
C -1.018 -0.785 0.793
N 1.160 -1.815 0.114
C 1.801 -2.838 0.018
N 2.337 -3.971 0.057
H 1.496 0.227 -1.489
H 0.234 1.447 -0.994
H -0.133 -0.111 -1.850
H 1.519 1.527 0.883
H 1.984 -0.079 1.718
H 0.536 0.706 2.157
H -1.437 -0.074 1.550
H -1.488 -1.061 -0.136
H -1.015 -1.726 1.337
H 2.921 -4.114 -0.720
Cl -5.287 0.115 -0.636
H -4.884 0.191 0.565
*
```

Results
Highest occupied orbital energy   -0.31712 Eh
SMILES   CC(C)(C)N=C=N.Cl
LUMO energy   0.6 eV
Kohn-Sham gap   9.2 eV

---

Entry 12:
The following is a quantum chemistry calculation of a 2-piece molecular cluster, C6H14NO overall at a distorted geometry, from the OMol25 dataset.

```
! RIJCOSX wB97M-V def2-TZVPD def2/J DEFGRID3
* xyz 2 2
O 1.063 0.737 1.460
C 0.168 1.476 1.172
C -0.807 1.154 0.053
C -0.782 -0.088 -0.591
C -1.441 -1.118 0.401
C -1.480 -0.058 -1.969
C -0.933 -1.213 -2.807
N 4.146 0.746 3.063
H -0.021 2.412 1.718
H -1.526 1.928 -0.219
H 0.305 -0.276 -0.706
H -0.892 -1.199 1.339
H -2.422 -0.729 0.683
H -1.601 -2.086 -0.058
H -2.560 -0.120 -1.837
H -1.254 0.894 -2.447
H -1.466 -1.469 -3.718
H 0.105 -0.987 -3.053
H -0.863 -2.122 -2.200
H 4.319 1.573 3.659
H 3.149 0.583 2.878
H 4.796 -0.039 3.180
*
```

Results
Highest occupied orbital energy (spin up / spin down)   -0.67303 / -0.67303 Eh
LUMO energy (spin up / spin down)   -10.9 / -12.6 eV
Kohn-Sham gap (spin up / spin down)   7.4 / 5.7 eV